Entry 1:
The following is a DFT calculation (ωB97M-V/def2-TZVPD) of a molecular structure, C31H39N4O5PReS2 at a distorted geometry.

## Properties
Gap between HOMO and LUMO (spin up / spin down) in eV: 4.71 / 4.62
Energy relative to the best compared isomer or geometry (same formula, charge and spin) in eV: 3.538
HOMO (spin up / spin down) in eV: -7.1 / -6.8
LUMO (spin up / spin down) in eV: -2.4 / -2.2
Charge: 0
2S+1: 2
<S²>: 0.78

Last column: Löwdin charge in e.
Element x y z (Å)
1 Re 0.03 0.08 -0.04  1.286
2 N 4.20 1.32 0.28  0.088
3 C 2.88 1.06 0.38  -0.761
4 S 2.16 0.32 -1.03  0.855
5 N 2.22 1.42 1.42  -0.007
6 N 0.89 1.16 1.48  -0.205
7 C 0.36 1.54 2.61  -0.033
8 C -0.95 1.26 3.08  -0.153
9 C -1.38 1.88 4.26  -0.039
10 C -2.60 1.61 4.82  -0.090
11 C -3.42 0.64 4.23  -0.065
12 C -3.02 -0.02 3.10  -0.004
13 C -1.80 0.29 2.44  -0.370
14 O -1.52 -0.27 1.32  -0.226
15 H 4.70 0.94 -0.50  0.081
16 H 4.71 1.65 1.09  0.104
17 H 1.02 2.09 3.28  0.134
18 H -0.72 2.61 4.72  0.113
19 H -2.93 2.13 5.71  0.100
20 H -4.38 0.42 4.67  0.108
21 H -3.65 -0.76 2.64  0.122
22 C 4.20 -7.59 0.94  -0.053
23 C 3.34 -6.36 0.89  -0.277
24 C 3.79 -5.15 1.42  -0.037
25 C 3.03 -4.00 1.32  -0.055
26 C 1.79 -4.06 0.71  -0.263
27 C 1.31 -5.25 0.20  -0.061
28 C 2.09 -6.40 0.29  -0.032
29 S 0.90 -2.57 0.24  0.533
30 O 1.26 -1.51 1.17  -0.401
31 O -0.51 -2.87 0.16  -0.289
32 N 1.65 -2.33 -1.15  -0.264
33 C 0.98 -2.78 -2.28  -0.215
34 C -0.22 -1.80 -2.70  -0.640
35 O -0.69 -1.96 -3.81  0.059
36 O -0.54 -0.96 -1.84  -0.268
37 H 4.82 -7.59 1.83  0.076
38 H 4.85 -7.61 0.07  0.085
39 H 3.59 -8.48 0.92  0.075
40 H 4.76 -5.12 1.91  0.112
41 H 3.38 -3.06 1.71  0.110
42 H 0.34 -5.27 -0.25  0.108
43 H 1.72 -7.32 -0.14  0.113
44 H 0.46 -3.74 -2.13  0.110
45 H 1.66 -2.83 -3.14  0.118
46 C -1.84 4.02 0.09  -0.077
47 C -2.63 2.90 -0.58  -0.638
48 C -3.43 2.17 0.49  -0.080
49 C -3.65 3.45 -1.58  -0.071
50 P -1.43 1.65 -1.38  1.142
51 C -2.63 0.59 -2.25  -0.355
52 C -3.14 -0.48 -1.52  -0.112
53 C -3.98 -1.41 -2.11  -0.053
54 C -4.32 -1.29 -3.45  -0.070
55 C -3.84 -0.21 -4.17  -0.069
56 C -3.01 0.72 -3.58  -0.093
57 C -0.34 2.59 -2.64  -0.634
58 C -1.01 3.67 -3.49  -0.082
59 C 0.24 1.53 -3.59  -0.101
60 C 0.79 3.27 -1.85  -0.119
61 H -2.51 4.61 0.71  0.092
62 H -1.38 4.68 -0.64  0.061
63 H -1.07 3.59 0.73  0.073
64 H -4.20 2.84 0.89  0.098
65 H -2.79 1.87 1.31  0.050
66 H -3.93 1.29 0.09  0.080
67 H -4.37 4.06 -1.04  0.092
68 H -4.20 2.64 -2.06  0.081
69 H -3.20 4.07 -2.35  0.056
70 H -2.83 -0.62 -0.49  0.081
71 H -4.33 -2.26 -1.53  0.110
72 H -4.93 -2.04 -3.92  0.104
73 H -4.10 -0.11 -5.22  0.106
74 H -2.64 1.54 -4.19  0.087
75 H -1.83 3.30 -4.09  0.067
76 H -0.26 4.06 -4.18  0.095
77 H -1.35 4.50 -2.89  0.061
78 H -0.54 0.93 -4.04  0.069
79 H 0.91 0.86 -3.06  0.001
80 H 0.81 2.02 -4.38  0.096
81 H 0.50 4.27 -1.55  0.069
82 H 1.68 3.34 -2.46  0.093
83 H 1.04 2.71 -0.95  0.005

Entry 2:
The following is a DFT calculation (ωB97M-V/def2-TZVPD) of a molecular structure, C31H39N6OPtS at a distorted geometry.

## Properties
Gap between HOMO and LUMO (spin up / spin down) in eV: 5.63 / 2.43
Energy relative to the best compared isomer or geometry (same formula, charge and spin) in eV: 1.007
HOMO (spin up / spin down) in eV: -14.4 / -14.9
LUMO (spin up / spin down) in eV: -8.8 / -12.5
Charge: +3
2S+1: 5
<S²>: 6.11

Last column: Löwdin charge in e.
Element x y z (Å)
1 Pt -0.17 -0.26 -1.22  1.041
2 C 0.43 2.04 1.54  -0.052
3 C -0.80 2.73 0.87  -0.347
4 C -0.48 3.23 -0.53  -0.069
5 C -2.17 2.11 0.84  -0.143
6 C -3.29 2.97 0.97  -0.037
7 C -4.55 2.51 0.92  -0.043
8 C -4.82 1.12 0.65  0.019
9 C -3.73 0.25 0.42  -0.147
10 C -4.08 -1.13 -0.07  -0.369
11 C -4.60 -1.98 1.09  -0.060
12 C -3.09 -1.94 -0.91  -0.064
13 C -2.42 0.76 0.56  -0.170
14 N -1.31 -0.13 0.50  -0.044
15 C -0.86 -0.80 1.57  -0.012
16 C 0.43 -1.38 1.42  -0.206
17 C 1.42 -1.93 2.27  0.007
18 C 2.53 -2.09 1.48  0.010
19 C 2.22 -1.76 0.15  -0.214
20 N 0.92 -1.38 0.12  -0.031
21 C 3.07 -1.89 -1.02  -0.534
22 C 2.23 -2.33 -2.26  -0.052
23 C 4.18 -2.93 -0.82  -0.040
24 C 3.63 -0.44 -1.29  -0.002
25 H 1.19 2.81 1.72  0.084
26 H 0.88 1.29 0.85  0.044
27 H 0.17 1.59 2.51  0.075
28 H -1.07 3.62 1.46  0.130
29 H -1.20 2.99 -1.26  0.062
30 H 0.54 2.96 -0.94  0.078
31 H -0.41 4.31 -0.51  0.081
32 H -3.17 4.06 0.99  0.135
33 H -5.38 3.18 1.10  0.116
34 H -5.83 0.63 0.61  0.143
35 H -4.98 -0.93 -0.68  0.144
36 H -3.82 -2.43 1.64  0.056
37 H -5.36 -2.73 0.84  0.094
38 H -5.11 -1.34 1.90  0.110
39 H -2.24 -2.26 -0.35  0.046
40 H -2.69 -1.35 -1.70  0.027
41 H -3.64 -2.82 -1.21  0.099
42 H -1.48 -0.91 2.45  0.156
43 H 1.37 -2.15 3.35  0.106
44 H 3.54 -2.36 1.88  0.144
45 H 1.95 -3.41 -2.26  0.111
46 H 2.75 -2.07 -3.20  0.085
47 H 1.27 -1.70 -2.34  0.022
48 H 3.82 -3.93 -0.50  0.109
49 H 4.92 -2.59 -0.11  0.077
50 H 4.76 -3.06 -1.79  0.123
51 H 2.77 0.31 -1.21  0.070
52 H 4.02 -0.42 -2.33  0.100
53 H 4.40 -0.19 -0.54  0.092
54 N 1.18 2.45 -7.45  0.273
55 C 0.46 1.42 -7.05  -0.362
56 O 0.17 0.48 -7.79  0.381
57 C 0.03 1.42 -5.62  -0.101
58 C -0.90 0.45 -5.29  0.046
59 C -0.86 -0.12 -4.03  -0.079
60 N 0.04 0.29 -3.13  -0.160
61 C 0.88 1.32 -3.42  -0.098
62 C 0.92 1.87 -4.64  0.020
63 H 1.60 2.47 -8.38  0.168
64 H 1.26 3.27 -6.83  0.160
65 H -1.68 0.14 -6.00  0.157
66 H -1.57 -0.93 -3.82  0.139
67 H 1.55 1.64 -2.61  0.111
68 H 1.60 2.71 -4.79  0.140
69 S 3.65 0.07 4.32  0.948
70 C 2.45 -0.29 5.39  -0.764
71 N 2.86 -0.57 6.69  0.085
72 C 2.07 -0.76 7.78  0.053
73 C 0.70 -0.67 7.57  0.058
74 C 0.24 -0.42 6.26  -0.036
75 N 1.08 -0.37 5.22  0.105
76 H 3.90 -0.56 6.82  0.171
77 H 2.58 -0.87 8.69  0.143
78 H -0.06 -0.69 8.37  0.147
79 H -0.80 -0.22 6.09  0.136

Entry 3:
The following is a DFT calculation (ωB97M-V/def2-TZVPD) of a molecular structure, C31H40BN6O2PdS2 at a distorted geometry.

## Properties
Gap between HOMO and LUMO in eV: 5.32
Energy relative to the best compared isomer or geometry (same formula, charge and spin) in eV: 0.055
HOMO in eV: -2.9
LUMO in eV: 2.4
Charge: -1

Last column: Löwdin charge in e.
Element x y z (Å)
1 Pd 0.09 -0.30 -0.37  0.266
2 C 0.27 -1.10 -4.38  -0.053
3 C -1.04 -0.52 -3.94  -0.363
4 C -2.14 -0.15 -4.73  -0.011
5 C -3.07 0.32 -3.82  -0.292
6 C -4.45 0.85 -4.10  -0.040
7 N -2.53 0.23 -2.59  0.019
8 N -1.28 -0.28 -2.66  0.093
9 B -3.19 0.58 -1.25  -0.513
10 N -2.56 1.80 -0.55  0.022
11 N -1.30 1.77 -0.06  0.089
12 C -1.09 2.93 0.55  -0.346
13 C 0.22 3.19 1.23  -0.041
14 C -2.24 3.74 0.45  -0.009
15 C -3.15 2.98 -0.24  -0.295
16 C -4.55 3.33 -0.63  -0.038
17 N -3.22 -0.64 -0.29  0.030
18 N -2.08 -1.21 0.19  0.075
19 C -2.45 -2.17 1.02  -0.350
20 C -1.42 -3.00 1.72  -0.043
21 C -3.85 -2.25 1.08  -0.007
22 C -4.30 -1.25 0.24  -0.291
23 C -5.71 -0.86 -0.08  -0.039
24 H 0.12 -1.85 -5.16  0.070
25 H 0.92 -0.32 -4.78  0.065
26 H 0.76 -1.56 -3.53  0.053
27 H -2.25 -0.22 -5.80  0.092
28 H -4.63 0.85 -5.17  0.070
29 H -5.21 0.24 -3.62  0.070
30 H -4.57 1.87 -3.73  0.066
31 H -4.33 0.86 -1.50  0.099
32 H 0.94 2.43 0.93  0.031
33 H 0.61 4.17 0.96  0.070
34 H 0.11 3.16 2.31  0.071
35 H -2.39 4.73 0.84  0.092
36 H -4.77 4.35 -0.28  0.071
37 H -4.70 3.30 -1.71  0.066
38 H -5.29 2.66 -0.18  0.067
39 H -0.44 -2.55 1.56  0.036
40 H -1.61 -3.03 2.80  0.069
41 H -1.42 -4.03 1.35  0.071
42 H -4.46 -2.92 1.66  0.093
43 H -6.39 -1.51 0.46  0.071
44 H -5.92 0.17 0.21  0.068
45 H -5.92 -0.95 -1.15  0.072
46 O 0.72 -0.60 2.55  -0.532
47 S 1.92 0.06 3.10  0.971
48 C 3.42 -0.71 2.38  -0.320
49 C 3.21 -2.10 1.80  -0.221
50 C 2.50 -2.15 0.44  -0.266
51 C 3.15 -1.35 -0.68  -0.316
52 S 2.21 0.21 -0.94  0.848
53 O 2.65 1.11 0.19  -0.563
54 C 3.30 0.82 -2.26  -0.339
55 C 3.43 0.14 -3.47  -0.102
56 C 4.19 0.68 -4.50  -0.094
57 C 4.80 1.92 -4.33  -0.108
58 C 4.65 2.60 -3.13  -0.091
59 C 3.90 2.06 -2.10  -0.074
60 C 2.11 -0.68 4.75  -0.372
61 C 1.23 -1.67 5.13  -0.069
62 C 1.33 -2.22 6.40  -0.081
63 C 2.31 -1.78 7.28  -0.102
64 C 3.18 -0.77 6.89  -0.096
65 C 3.08 -0.22 5.63  -0.100
66 H 4.15 -0.73 3.19  0.079
67 H 3.75 0.00 1.62  0.054
68 H 2.66 -2.72 2.51  0.107
69 H 4.20 -2.56 1.71  0.109
70 H 1.47 -1.76 0.52  0.028
71 H 2.41 -3.19 0.14  0.109
72 H 3.10 -1.89 -1.62  0.075
73 H 4.20 -1.08 -0.49  0.100
74 H 2.94 -0.82 -3.61  0.084
75 H 4.29 0.14 -5.43  0.098
76 H 5.38 2.35 -5.13  0.093
77 H 5.12 3.57 -3.00  0.097
78 H 3.77 2.56 -1.15  0.100
79 H 0.47 -1.98 4.42  0.101
80 H 0.64 -3.00 6.71  0.101
81 H 2.38 -2.21 8.27  0.096
82 H 3.94 -0.41 7.58  0.098
83 H 3.75 0.58 5.33  0.109

Among the records above, which one has the lowest energy relative to the best compared isomer or geometry (same formula, charge and spin)? C31H40BN6O2PdS2